Entry 1:
27
Properties=species:S:1:pos:R:3:nbo_charge:R:1 method="wB97M-V/def2-TZVPD" smiles=O.O.O.O.O.O.O.O.O homo_ev=-11.268 spin_multiplicity=1 relative_energy_kj_mol=291.98 e_lumo_ha=0.000 gap_ev=11.3
O 0.304 4.082 -3.803 -0.937
H 0.287 3.398 -4.473 0.469
H -0.072 3.667 -3.027 0.468
O 2.492 0.681 4.119 -0.939
H 2.241 -0.080 4.642 0.471
H 1.811 0.746 3.449 0.468
O -0.812 -0.518 0.516 -0.944
H -0.167 -0.683 -0.172 0.474
H -1.045 -1.389 0.839 0.470
O -0.652 -2.011 5.688 -0.941
H -1.473 -1.530 5.583 0.469
H -0.679 -2.683 5.006 0.472
O 1.483 0.110 -6.032 -0.939
H 1.540 -0.349 -5.194 0.472
H 2.389 0.329 -6.248 0.467
O 2.352 -1.269 -2.190 -0.946
H 3.027 -1.853 -2.535 0.472
H 2.836 -0.617 -1.682 0.474
O 0.163 4.867 1.169 -0.935
H -0.351 4.218 1.650 0.467
H -0.275 5.699 1.348 0.468
O -4.561 0.980 -2.601 -0.935
H -4.431 0.116 -2.992 0.466
H -3.943 1.009 -1.871 0.469
O -0.958 -5.297 3.061 -0.943
H -1.440 -5.994 2.616 0.472
H -0.064 -5.631 3.132 0.471



Entry 2:
27
Properties=species:S:1:pos:R:3:nbo_charge:R:1 method="wB97M-V/def2-TZVPD" smiles=O.O.O.O.O.O.O.O.O homo_ev=-10.485 spin_multiplicity=1 relative_energy_kj_mol=317.52 e_lumo_ha=0.006 gap_ev=10.6
O 0.169 -0.181 -0.489 -0.962
H -0.666 0.233 -0.733 0.483
H -0.071 -1.094 -0.292 0.481
O -2.277 -0.982 1.276 -0.941
H -1.959 -0.117 1.558 0.491
H -2.873 -1.254 1.983 0.448
O 4.348 -0.040 -1.271 -0.943
H 4.152 0.899 -1.173 0.491
H 5.030 -0.207 -0.611 0.471
O -2.150 3.314 0.471 -0.936
H -1.855 4.224 0.592 0.468
H -2.265 3.231 -0.483 0.468
O 1.441 2.762 -0.741 -0.951
H 0.975 1.924 -0.645 0.485
H 1.783 2.943 0.142 0.465
O 3.204 -2.060 -2.245 -0.949
H 3.560 -1.558 -1.503 0.482
H 2.686 -2.758 -1.828 0.447
O -3.036 1.196 2.688 -0.916
H -2.411 1.413 3.389 0.473
H -3.128 0.238 2.744 0.444
O -2.447 -2.582 -2.382 -0.935
H -2.321 -3.361 -1.829 0.466
H -3.390 -2.395 -2.313 0.469
O 0.880 -1.291 2.334 -0.937
H 0.621 -2.209 2.473 0.465
H 1.076 -1.243 1.391 0.472



Entry 3:
27
Properties=species:S:1:pos:R:3:nbo_charge:R:1 method="wB97M-V/def2-TZVPD" smiles=O.O.O.O.O.O.O.O.O homo_ev=-10.818 spin_multiplicity=1 relative_energy_kj_mol=204.45 e_lumo_ha=-0.014 gap_ev=10.4
O -1.577 -2.528 0.080 -0.971
H -2.327 -3.094 -0.150 0.488
H -0.795 -3.046 -0.159 0.502
O 0.681 0.344 2.059 -0.970
H 0.214 0.280 2.905 0.498
H 1.417 -0.284 2.129 0.500
O 1.535 -0.784 -2.836 -0.961
H 0.911 -0.912 -3.557 0.453
H 1.019 -0.349 -2.129 0.495
O -0.055 -0.070 -0.566 -0.995
H 0.227 0.041 0.362 0.499
H -0.682 -0.805 -0.544 0.481
O 3.471 0.761 0.659 -0.959
H 3.154 1.010 1.532 0.452
H 2.785 1.084 0.045 0.499
O -2.850 -2.250 -3.013 -0.929
H -2.645 -2.463 -2.097 0.456
H -1.992 -2.181 -3.447 0.472
O -2.793 -0.386 1.484 -0.960
H -3.612 -0.235 1.001 0.469
H -2.320 -1.076 0.983 0.480
O 1.645 2.549 -0.884 -0.962
H 0.744 2.224 -1.018 0.483
H 1.579 3.144 -0.121 0.489
O 0.745 3.261 2.124 -0.963
H 0.577 2.304 2.112 0.485
H 0.943 3.461 3.045 0.470



Entry 4:
27
Properties=species:S:1:pos:R:3:nbo_charge:R:1 method="wB97M-V/def2-TZVPD" smiles=O.O.O.O.O.O.O.O.O homo_ev=-10.504 spin_multiplicity=1 relative_energy_kj_mol=383.94 e_lumo_ha=-0.010 gap_ev=10.2
O 2.940 -0.443 -2.521 -0.983
H 2.116 -0.845 -2.659 0.491
H 3.569 -0.379 -3.235 0.481
O 2.488 -0.520 2.474 -0.928
H 2.852 -0.840 1.660 0.453
H 1.643 -0.380 1.867 0.470
O -0.589 -1.663 2.434 -0.954
H -0.287 -1.960 1.471 0.454
H -1.536 -1.521 2.139 0.480
O 0.328 -1.318 -2.381 -0.997
H -0.332 -0.528 -2.384 0.498
H -0.139 -2.047 -2.815 0.498
O -3.134 -1.114 1.275 -1.003
H -2.709 -0.232 1.463 0.511
H -3.998 -1.303 1.807 0.501
O 1.274 2.604 1.028 -0.968
H 1.014 2.628 1.870 0.443
H 1.046 1.680 0.629 0.494
O 0.412 0.193 0.137 -0.962
H 0.378 -0.304 -0.726 0.500
H -0.492 0.198 0.343 0.483
O -1.123 1.181 -2.999 -0.939
H -1.505 0.840 -3.757 0.474
H -0.124 1.274 -3.171 0.491
O -1.592 1.356 2.073 -0.954
H -0.680 1.331 2.300 0.492
H -1.822 2.112 1.681 0.476



Entry 5:
27
Properties=species:S:1:pos:R:3:nbo_charge:R:1 method="wB97M-V/def2-TZVPD" smiles=O.O.O.O.O.O.O.O.O homo_ev=-10.806 spin_multiplicity=1 relative_energy_kj_mol=254.28 e_lumo_ha=-0.007 gap_ev=10.6
O -0.943 -1.241 -3.239 -0.936
H -0.974 -2.185 -3.030 0.461
H -0.026 -1.042 -3.016 0.476
O -3.675 -1.203 -1.463 -0.949
H -3.569 -2.098 -1.804 0.486
H -3.605 -1.259 -0.505 0.480
O 3.032 -0.999 3.225 -0.940
H 3.047 -0.100 2.865 0.472
H 3.739 -1.470 2.775 0.468
O 3.370 0.368 -0.291 -0.963
H 2.834 0.072 -1.047 0.486
H 4.215 0.529 -0.729 0.468
O -2.880 1.410 -1.210 -0.976
H -3.211 0.523 -1.436 0.492
H -2.121 1.551 -1.785 0.468
O 1.486 -1.323 -1.371 -0.970
H 2.082 -1.739 -0.734 0.489
H 0.642 -1.368 -0.892 0.490
O -0.740 -0.587 1.374 -0.966
H 0.182 -0.306 1.329 0.482
H -1.242 0.093 0.898 0.494
O -1.308 -0.643 4.118 -0.947
H -1.070 -0.198 3.289 0.478
H -1.646 -1.471 3.761 0.460
O 1.296 4.408 -1.026 -0.952
H 1.530 4.658 -0.132 0.477
H 1.845 3.705 -1.374 0.475



Entry 6:
27
Properties=species:S:1:pos:R:3:nbo_charge:R:1 method="wB97M-V/def2-TZVPD" smiles=O.O.O.O.O.O.O.O.O homo_ev=-10.389 spin_multiplicity=1 relative_energy_kj_mol=226.30 e_lumo_ha=-0.015 gap_ev=10.0
O 3.393 0.116 -1.467 -0.970
H 2.971 0.923 -1.135 0.486
H 3.218 0.117 -2.414 0.474
O -0.261 0.021 -0.498 -0.972
H -0.909 0.439 0.101 0.483
H 0.507 -0.179 0.053 0.489
O -2.722 -2.254 0.648 -0.947
H -2.520 -1.308 0.545 0.483
H -3.283 -2.304 1.429 0.457
O -2.717 0.725 0.748 -0.968
H -3.506 1.107 0.338 0.498
H -2.764 0.994 1.675 0.487
O -1.475 2.932 -1.576 -0.929
H -1.295 2.073 -1.168 0.474
H -2.268 3.258 -1.138 0.455
O 2.284 -0.387 1.612 -0.964
H 1.847 -0.416 2.475 0.482
H 3.228 -0.467 1.807 0.502
O 2.294 2.225 0.358 -0.958
H 3.193 2.482 0.596 0.469
H 2.118 1.411 0.870 0.485
O 1.079 -3.189 1.112 -0.938
H 1.337 -2.257 1.170 0.472
H 0.599 -3.372 1.926 0.461
O -1.549 -0.623 -2.955 -0.965
H -1.639 -1.578 -3.039 0.464
H -1.160 -0.489 -2.072 0.489



Entry 7:
27
Properties=species:S:1:pos:R:3:nbo_charge:R:1 method="wB97M-V/def2-TZVPD" smiles=O.O.O.O.O.O.O.O.O homo_ev=-10.612 spin_multiplicity=1 relative_energy_kj_mol=250.07 e_lumo_ha=0.001 gap_ev=10.6
O 15.614 -2.649 -25.630 -1.012
H 15.997 -2.691 -24.760 0.479
H 16.147 -2.005 -26.130 0.492
O 16.637 -2.883 -23.126 -0.922
H 17.064 -3.744 -23.226 0.467
H 15.831 -3.083 -22.627 0.482
O 19.217 -6.329 -25.028 -0.957
H 18.797 -5.536 -25.423 0.482
H 20.116 -6.101 -24.894 0.462
O 16.993 -0.724 -27.086 -0.955
H 16.546 -0.262 -27.756 0.472
H 17.859 -0.386 -27.320 0.492
O 17.773 -4.453 -26.551 -1.003
H 17.605 -4.074 -27.413 0.515
H 17.034 -4.667 -25.957 0.516
O 19.556 -2.809 -22.492 -0.947
H 19.416 -2.607 -23.426 0.495
H 19.209 -3.679 -22.411 0.450
O 21.888 -3.441 -23.551 -0.958
H 21.073 -3.344 -23.109 0.475
H 21.942 -4.369 -23.760 0.447
O 19.025 1.164 -27.049 -0.969
H 19.127 0.994 -26.094 0.488
H 19.089 2.099 -27.203 0.490
O 19.048 -2.296 -24.991 -0.968
H 18.575 -2.969 -25.499 0.505
H 19.459 -1.699 -25.612 0.483



Entry 8:
27
Properties=species:S:1:pos:R:3:nbo_charge:R:1 method="wB97M-V/def2-TZVPD" smiles=O.O.O.O.O.O.O.O.O homo_ev=-10.726 spin_multiplicity=1 relative_energy_kj_mol=419.37 e_lumo_ha=0.005 gap_ev=10.9
O 1.397 2.436 -1.928 -0.956
H 0.922 2.898 -2.562 0.466
H 2.320 2.327 -2.045 0.490
O -4.010 -1.016 1.317 -0.951
H -2.991 -1.260 1.161 0.482
H -4.069 -0.195 0.717 0.467
O 2.637 -1.182 3.525 -0.949
H 2.163 -1.044 4.401 0.474
H 3.143 -0.310 3.433 0.476
O 0.910 -3.202 1.082 -0.946
H 0.807 -2.658 1.867 0.488
H 0.036 -3.253 0.689 0.484
O 2.503 -1.414 0.110 -0.958
H 3.356 -1.564 0.366 0.451
H 2.135 -2.175 0.521 0.479
O -1.684 -0.288 -2.483 -0.948
H -2.031 0.555 -2.787 0.482
H -2.288 -0.589 -1.806 0.465
O -0.608 3.158 2.474 -0.934
H -0.904 4.029 1.893 0.468
H 0.364 3.182 2.323 0.466
O -0.959 -0.446 -0.103 -0.953
H -0.134 -0.196 0.213 0.481
H -0.694 -1.049 -0.771 0.474
O -0.454 1.699 -4.058 -0.926
H -0.401 2.089 -3.133 0.452
H 0.415 1.246 -3.975 0.477



Entry 9:
27
Properties=species:S:1:pos:R:3:nbo_charge:R:1 method="wB97M-V/def2-TZVPD" homo_ev=-7.042 spin_multiplicity=1 relative_energy_kj_mol=794.90 e_lumo_ha=0.005 gap_ev=7.2
H 0.667 -0.146 0.362 0.430
H -0.190 1.045 -0.036 0.479
H -0.598 5.476 -3.368 0.466
H -0.786 4.301 -2.422 0.468
H 3.684 -0.716 1.830 0.469
H 2.506 -0.069 2.542 0.471
H -2.383 2.472 1.874 0.464
H -2.526 1.071 2.446 0.465
H -2.668 -2.301 -0.658 0.465
H -3.008 -1.829 0.746 0.471
H -1.893 -2.381 3.207 0.467
H -2.339 -3.774 3.621 0.468
H 2.767 -2.135 -1.325 0.468
H 3.993 -2.981 -1.022 0.466
H 1.743 0.626 -1.704 0.483
H 2.187 1.278 -0.405 0.458
H -0.241 0.901 -2.416 0.406
H -0.973 -0.316 -1.875 0.486
O -0.175 0.081 -0.050 -0.867
O -0.877 4.553 -3.348 -0.934
O 2.770 -0.879 2.091 -0.940
O -2.088 1.564 1.744 -0.928
O -2.839 -1.503 -0.146 -0.935
O -1.810 -3.310 2.963 -0.934
O 3.307 -2.848 -1.686 -0.934
O 2.153 1.426 -1.357 -0.943
O -0.380 0.395 -1.607 -0.935



Entry 10:
27
Properties=species:S:1:pos:R:3:nbo_charge:R:1 method="wB97M-V/def2-TZVPD" smiles=O.O.O.O.O.O.O.O.O homo_ev=-10.672 spin_multiplicity=1 relative_energy_kj_mol=242.09 e_lumo_ha=-0.018 gap_ev=10.2
O 16.531 -0.105 -1.851 -0.951
H 16.531 -0.931 -1.368 0.486
H 15.928 -0.252 -2.579 0.454
O 16.914 -2.616 -0.588 -0.957
H 17.618 -3.070 -1.052 0.482
H 16.367 -3.318 -0.236 0.485
O 15.419 -0.661 3.496 -0.945
H 14.494 -0.740 3.728 0.470
H 15.609 -1.452 2.993 0.475
O 13.741 -1.924 0.937 -0.953
H 13.742 -2.870 0.791 0.465
H 14.544 -1.616 0.517 0.487
O 11.151 -2.048 -0.062 -0.930
H 11.595 -2.727 0.447 0.468
H 11.855 -1.609 -0.540 0.470
O 11.058 0.252 1.888 -0.949
H 10.178 0.113 2.240 0.462
H 11.305 -0.596 1.518 0.481
O 16.095 -4.127 2.509 -0.959
H 17.004 -4.416 2.430 0.469
H 15.721 -4.275 1.640 0.472
O 14.845 -5.082 0.297 -0.978
H 14.323 -5.505 0.979 0.487
H 14.215 -4.873 -0.393 0.501
O 13.952 -3.345 -1.404 -0.968
H 13.317 -2.669 -1.638 0.491
H 14.290 -3.659 -2.243 0.487



Entry 11:
28
Properties=species:S:1:pos:R:3:nbo_charge:R:1 method="wB97M-V/def2-TZVPD" total_charge=+2 homo_ev=-18.494 spin_multiplicity=1 relative_energy_kj_mol=5.53 e_lumo_ha=-0.221 gap_ev=12.5
Sr 30.610 1.306 5.780 1.856
O 30.566 4.026 6.123 -0.982
H 30.625 4.260 5.186 0.486
H 30.162 4.815 6.513 0.509
O 29.938 -0.841 7.280 -0.987
H 29.839 -0.829 8.243 0.499
H 30.466 -1.633 7.101 0.504
O 32.664 -0.317 6.192 -0.991
H 33.306 -0.960 5.858 0.510
H 32.877 -0.228 7.131 0.495
O 30.813 -0.595 3.915 -0.992
H 30.422 -1.473 3.807 0.507
H 31.564 -0.581 3.305 0.502
O 28.766 2.112 7.811 -0.987
H 28.335 1.383 8.278 0.493
H 28.390 2.908 8.213 0.507
O 28.109 0.434 5.280 -0.990
H 27.453 0.057 5.883 0.508
H 28.003 -0.067 4.458 0.498
O 29.525 2.431 3.727 -1.006
H 29.804 2.907 2.932 0.509
H 28.562 2.340 3.642 0.514
O 31.742 1.795 7.897 -1.008
H 32.652 1.862 8.225 0.512
H 31.235 2.390 8.474 0.517
O 32.745 2.342 4.536 -0.993
H 32.835 3.267 4.264 0.502
H 33.484 1.889 4.106 0.508



Entry 12:
28
Properties=species:S:1:pos:R:3:nbo_charge:R:1 method="wB97M-V/def2-TZVPD" homo_ev=-10.897 spin_multiplicity=1 relative_energy_kj_mol=22.33 e_lumo_ha=-0.011 gap_ev=10.6
Xe 0.917 -1.487 -0.173 0.000
O 1.085 2.387 0.020 -0.976
H 1.273 3.155 -0.520 0.490
H 1.886 1.865 -0.018 0.501
O 0.924 -3.817 3.275 -0.942
H 1.791 -3.411 3.298 0.463
H 0.340 -3.118 2.982 0.479
O -1.122 -0.881 3.727 -0.972
H -1.224 -0.424 4.562 0.466
H -0.770 -0.218 3.132 0.487
O -2.288 -1.696 -2.888 -0.956
H -1.343 -1.559 -2.827 0.493
H -2.384 -2.633 -3.062 0.480
O -0.859 1.789 -1.931 -0.983
H -0.229 1.982 -1.237 0.485
H -1.494 1.201 -1.523 0.501
O -0.212 1.239 2.266 -0.971
H 0.184 1.586 1.467 0.502
H -1.139 1.465 2.192 0.477
O 3.629 0.796 -0.315 -0.937
H 3.853 1.033 0.585 0.478
H 3.999 1.499 -0.848 0.475
O -2.491 -0.208 -0.522 -0.988
H -2.504 -0.832 -1.248 0.498
H -2.507 -0.755 0.264 0.479
O 0.095 0.022 -3.725 -0.985
H -0.372 0.597 -3.119 0.492
H 0.961 0.420 -3.815 0.463